No. 1
The following is a quantum chemistry calculation of 5 unconnected molecules or ions with the total composition C28H71N5O9 in a non-equilibrium geometry, from OMol25.

Kohn-Sham gap = 0.327 Ha
SMILES = COC[C@H](C)N.COCCNCCOC.COCCNCCOC.COCCNCCOC.COCCNCCOC
total energy = -2060.0859 a.u.
maximum force = 2.1 eV/A
HOMO level = -8.2 eV
energy above the lowest of the compared OMol25 structures with the same formula, charge and spin = 30.2 kcal/mol

Element x y z (Å)
C  -2.18614  -0.26841  -5.48367
O  -1.73216  -0.35184  -4.15655
C  -2.20963  0.62481  -3.26809
C  -1.24714  0.85455  -2.11882
C  -0.77461  -0.41031  -1.41536
N  -1.78864  1.72429  -1.08243
H  -3.18937  -0.69907  -5.57903
H  -1.49806  -0.85044  -6.09477
H  -2.22269  0.75460  -5.87075
H  -2.47181  1.58460  -3.73760
H  -3.20062  0.33620  -2.87792
H  -0.31698  1.30676  -2.48040
H  -1.59008  -0.98100  -0.95886
H  -0.14794  -0.18883  -0.54947
H  -0.20991  -1.03492  -2.10437
H  -1.99730  2.64781  -1.45209
H  -2.65339  1.37669  -0.67097
C  9.35412  -1.57001  1.40435
O  8.02549  -1.11098  1.41680
C  7.08780  -2.03107  1.92410
C  5.69498  -1.41294  1.75224
N  4.90008  -1.92675  0.63221
C  3.44724  -1.72135  0.82783
C  2.84020  -1.86263  -0.54836
O  3.31214  -0.79851  -1.36509
C  2.77517  -0.84243  -2.65414
H  9.57942  -2.50333  0.87389
H  9.65323  -1.77060  2.44152
H  9.97794  -0.79564  0.96521
H  7.22504  -2.33181  2.96856
H  7.10575  -2.95932  1.34011
H  5.78489  -0.32450  1.65699
H  5.19797  -1.50147  2.72271
H  5.13259  -1.36654  -0.17998
H  3.25298  -0.76623  1.32600
H  3.05196  -2.47157  1.51138
H  1.74381  -1.78929  -0.46409
H  2.90707  -2.85635  -1.00159
H  3.26008  -0.13110  -3.32785
H  1.70588  -0.61195  -2.66497
H  2.98568  -1.81036  -3.13024
C  -4.66721  -0.63398  -0.10766
O  -4.25697  0.67190  0.22841
C  -3.99949  0.89792  1.61954
C  -2.78517  0.10741  2.14453
N  -2.96743  -0.33511  3.51761
C  -3.10663  0.72004  4.52534
C  -3.28882  0.11045  5.88986
O  -4.41319  -0.71633  5.86000
C  -4.63260  -1.38688  7.08536
H  -3.88406  -1.38077  0.04115
H  -5.04741  -0.65834  -1.12589
H  -5.51804  -0.94639  0.51065
H  -4.93735  0.78424  2.16572
H  -3.70136  1.94546  1.70446
H  -1.88397  0.67372  1.89688
H  -2.66277  -0.77003  1.49747
H  -3.78486  -0.92905  3.47087
H  -3.92348  1.40936  4.26213
H  -2.24441  1.39028  4.47050
H  -3.28661  0.98106  6.56483
H  -2.31907  -0.35017  6.11952
H  -3.72566  -1.60159  7.65687
H  -5.18060  -2.30954  6.89966
H  -5.24399  -0.72691  7.71712
C  -1.05709  -3.88424  -2.11193
O  -1.04091  -3.57200  -0.73139
C  -2.10611  -4.27430  -0.09797
C  -2.03504  -3.97188  1.40200
N  -0.71075  -3.63470  1.90097
C  -0.76842  -2.94816  3.19458
C  0.65211  -2.81551  3.73312
O  1.42330  -1.75007  3.20407
C  0.95142  -0.42106  3.38906
H  -0.61421  -4.88437  -2.18643
H  -0.40711  -3.14830  -2.58712
H  -2.04878  -3.80980  -2.56923
H  -2.11129  -5.35099  -0.30320
H  -3.04290  -3.90765  -0.52875
H  -2.45442  -4.73470  2.05596
H  -2.65117  -3.06024  1.48369
H  -0.13836  -3.09522  1.26490
H  -1.22220  -3.69211  3.86027
H  -1.37847  -2.03957  3.21545
H  1.28403  -3.68883  3.57540
H  0.66256  -2.71825  4.82939
H  0.09855  -0.34741  2.70187
H  1.71884  0.24430  3.00376
H  0.61875  -0.16964  4.39794
C  1.23492  1.63280  -5.77290
O  1.24627  2.94830  -5.27470
C  2.09146  3.23275  -4.19854
C  1.83509  4.70295  -3.77734
N  1.64213  4.78934  -2.32553
C  1.06152  6.08735  -1.96826
C  -0.43406  6.19122  -2.22698
O  -1.04997  4.99454  -1.82279
C  -2.44914  5.07306  -1.81945
H  0.37451  1.52883  -6.43125
H  1.12417  0.91799  -4.95036
H  2.14713  1.45958  -6.35408
H  3.11668  3.19002  -4.60270
H  1.98805  2.52860  -3.36241
H  0.90710  5.03088  -4.25426
H  2.69565  5.26965  -4.12828
H  0.97412  4.08287  -2.04090
H  1.57185  6.93408  -2.43387
H  1.23249  6.32512  -0.91242
H  -0.57944  6.43081  -3.29668
H  -0.88726  7.10683  -1.82280
H  -2.77404  4.10345  -1.45768
H  -2.83762  5.21560  -2.83639
H  -2.95780  5.79256  -1.16716

=====

No. 2
The following is a quantum chemistry calculation of 10 unconnected molecules or ions with the total composition C28H72F12N6O18S4 in a non-equilibrium geometry, from OMol25.

Kohn-Sham gap (spin up / spin down) = 0.160 / 0.098 Ha
total energy = -5582.8339 a.u.
maximum force = 4.3 eV/A
HOMO level (spin up / spin down) = -12.8 / -12.8 eV
energy above the lowest of the compared OMol25 structures with the same formula, charge and spin = 115.1 kcal/mol
net charge = +3
spin multiplicity = 2

Element x y z (Å)
C  -0.14191  -10.34366  24.65787
C  -0.01593  -8.91016  23.99711
C  0.73189  -7.97089  24.93930
O  0.55831  -6.69499  24.38265
C  1.17479  -5.67492  25.09169
N  0.74614  -9.09478  22.66043
H  0.17150  -9.69867  22.09015
H  0.89118  -8.25812  22.11356
H  1.57220  -9.65140  22.82747
H  -0.95991  -10.20729  25.36525
H  0.73516  -10.57733  25.26140
H  -0.45026  -11.21889  24.08603
H  -0.90953  -8.46393  23.56070
H  1.80972  -8.11826  25.00761
H  0.47025  -8.07289  25.99251
H  1.03003  -4.75820  24.52007
H  2.24162  -5.85621  25.22245
H  0.80660  -5.59872  26.11479
C  -9.31126  -7.02125  18.62100
C  -8.12616  -7.74810  18.11377
C  -7.02755  -8.05650  19.20499
O  -5.91574  -8.71276  18.68355
C  -4.87698  -8.63329  19.54621
N  -8.50615  -9.14471  17.51558
H  -9.11722  -9.02108  16.72097
H  -7.64458  -9.57474  17.21085
H  -8.90660  -9.75070  18.21738
H  -9.86031  -6.53088  17.81714
H  -8.91203  -6.24193  19.27012
H  -10.02814  -7.64250  19.15787
H  -7.59098  -7.16954  17.36081
H  -7.52245  -8.68670  19.94392
H  -6.84781  -7.04493  19.56903
H  -5.17755  -8.80696  20.57945
H  -4.59357  -7.58247  19.48660
H  -4.05456  -9.29997  19.28683
C  -2.73902  -17.55701  19.03751
C  -1.57969  -16.82096  19.72319
C  -0.54061  -17.67668  20.52279
O  0.18926  -16.84635  21.38345
C  1.13258  -17.39938  22.31266
N  -0.77911  -15.90551  18.78086
H  -1.32055  -15.22087  18.27271
H  -0.15862  -15.44621  19.43211
H  -0.13903  -16.36118  18.14623
H  -3.41844  -18.02394  19.75059
H  -2.40979  -18.24210  18.25625
H  -3.30918  -16.93255  18.34971
H  -2.07269  -16.14596  20.42279
H  0.13723  -18.18113  19.83420
H  -0.95296  -18.47304  21.14237
H  1.88636  -16.70923  22.69162
H  1.72693  -18.11906  21.74971
H  0.61042  -18.09445  22.97018
C  3.26785  -11.70457  19.50163
C  2.94358  -13.18335  19.40928
C  2.74656  -13.60557  18.00266
O  2.72598  -15.00672  17.84528
C  2.77871  -15.32390  16.45663
N  4.19126  -13.81790  19.93745
H  4.18615  -14.00672  20.92963
H  4.32602  -14.74895  19.56990
H  4.99873  -13.35328  19.54728
H  3.51301  -11.19646  20.43427
H  2.30392  -11.21573  19.36029
H  3.89601  -11.24060  18.74120
H  2.21008  -13.62291  20.08520
H  3.54410  -13.15067  17.41521
H  1.91722  -13.12848  17.48046
H  2.88782  -16.38023  16.21095
H  3.54164  -14.75744  15.92262
H  1.80281  -15.11546  16.01815
C  -6.31946  -12.79044  20.37750
C  -5.23634  -13.78446  20.05065
C  -5.60728  -15.08829  20.79062
O  -4.52452  -15.95908  20.83186
C  -4.20950  -16.47060  22.09633
N  -5.20704  -14.11070  18.53836
H  -6.14731  -14.35497  18.26211
H  -4.86646  -13.29314  18.05288
H  -4.66255  -14.91799  18.27016
H  -6.20214  -12.44793  21.40562
H  -7.34444  -13.14794  20.27891
H  -6.22779  -11.95806  19.67976
H  -4.29354  -13.37439  20.41269
H  -6.46502  -15.57154  20.32282
H  -6.01393  -14.83797  21.77046
H  -5.05802  -17.04023  22.47532
H  -3.95242  -15.61886  22.72605
H  -3.40349  -17.19905  22.00795
C  -2.07988  -8.88493  16.88027
C  -2.55067  -10.17591  16.15634
C  -3.14789  -9.93627  14.76194
O  -2.03107  -9.93445  13.83171
C  -2.42863  -9.33994  12.60282
N  -1.37911  -11.22677  16.26647
H  -1.24382  -11.52093  17.22317
H  -1.59120  -12.06302  15.74132
H  -0.50968  -10.82037  15.95178
H  -2.06419  -9.03029  17.96042
H  -2.84448  -8.11224  16.80008
H  -1.16815  -8.51517  16.41109
H  -3.28797  -10.73973  16.72783
H  -3.66233  -8.97531  14.76346
H  -3.83150  -10.75667  14.54348
H  -2.91084  -8.38768  12.82369
H  -3.06698  -10.02246  12.04177
H  -1.54509  -9.12449  12.00195
C  -1.25032  -12.80488  21.29261
F  -2.26533  -12.51615  22.16074
F  -0.09150  -12.78442  21.97615
F  -1.47493  -14.00834  20.77311
S  -1.18124  -11.54948  19.86989
O  -0.35651  -12.23644  18.86635
O  -2.56567  -11.35358  19.40026
O  -0.56515  -10.38354  20.46075
C  -1.53123  -6.68548  19.97555
F  -1.86822  -5.91339  20.96165
F  -1.73056  -7.93469  20.49557
F  -2.24838  -6.46208  18.87147
S  0.26945  -6.33420  19.52918
O  0.50874  -6.91327  18.21112
O  0.43113  -4.90730  19.42612
O  1.09157  -6.95348  20.54673
C  2.74486  -13.65225  24.22304
F  3.31373  -14.07069  23.10217
F  1.40311  -13.68716  24.15037
F  3.23416  -14.39977  25.26081
S  3.25074  -11.79913  24.60276
O  2.93843  -11.53718  26.03150
O  4.70700  -11.68783  24.39875
O  2.49999  -10.97796  23.63736
C  -3.79363  -9.43497  24.27203
F  -3.25504  -10.63898  24.26013
F  -3.23517  -8.56425  25.15677
F  -3.78739  -8.93732  23.05993
S  -5.54916  -9.81603  24.69680
O  -5.93645  -10.85539  23.75501
O  -5.59655  -10.17491  26.12669
O  -6.41338  -8.68228  24.43647